1.
41
Properties=species:S:1:pos:R:3:forces:R:3:mulliken_charge:R:1 method="wB97M-V/def2-TZVPD" charge=-1 e_homo_ev=-3.901 spin_multiplicity=1 e_tot_ha=-3860.7665 gap_ev=6.79
C -2.78197 -1.22154 -2.47802 0.0 0.0 -0.1 -0.742
C -1.59940 -0.80682 -3.39570 -0.4 0.0 0.3 -0.497
B -0.97576 0.55861 -2.86337 0.3 -0.1 -0.3 0.119
O -1.16229 1.67265 -3.70037 -0.1 0.4 0.7 -0.581
Al -0.03337 0.61366 -0.90208 -0.2 0.1 -0.2 0.295
S 0.11073 2.76035 -0.06501 0.2 0.0 0.1 -0.411
Br 2.22485 -0.15528 -1.07009 0.0 0.0 0.0 -0.351
H -2.46846 -1.94186 -1.72346 0.0 0.0 0.0 0.297
H -3.60070 -1.66115 -3.05384 0.0 0.0 0.0 0.324
H -3.19528 -0.37115 -1.92442 0.0 0.0 0.0 0.064
H -1.94531 -0.72365 -4.43487 0.1 0.0 0.0 0.248
H -0.82864 -1.58272 -3.35261 0.0 0.0 -0.1 0.223
H -2.09350 1.83818 -3.88669 0.1 -0.3 -0.5 0.253
H -0.84540 -0.37143 0.06912 0.1 0.0 0.1 -0.188
H -1.20844 2.97171 0.01680 -0.1 -0.1 0.0 -0.051
C -5.28673 1.86177 1.40390 0.0 0.0 0.0 -0.575
C -5.23496 1.09988 2.72883 0.0 0.0 0.0 -0.547
C -4.23646 -0.00727 2.39855 -0.1 0.0 0.0 -0.467
O -3.33551 0.54054 1.44976 0.0 -0.1 0.0 -0.292
C -3.83154 1.77596 0.95130 0.0 0.0 0.0 -0.237
H -5.63682 2.88932 1.49997 0.0 0.0 0.0 0.348
H -5.93737 1.34241 0.69647 0.0 0.0 0.0 0.272
H -4.83971 1.74424 3.51716 0.0 0.0 0.0 0.270
H -6.20102 0.71377 3.05454 0.0 0.0 0.0 0.330
H -4.74434 -0.87479 1.95864 0.0 0.0 0.0 0.278
H -3.66850 -0.34770 3.26634 0.0 0.0 0.0 0.256
H -3.23642 2.59653 1.36707 0.0 0.0 0.0 0.185
H -3.71329 1.78658 -0.13380 0.0 0.0 0.0 0.183
C 6.67863 -0.54953 1.25980 0.0 0.0 0.0 -0.522
C 6.27575 -2.01208 1.44990 0.0 0.0 0.0 -0.531
C 5.21494 -2.17237 0.36436 -0.1 0.1 0.1 -0.401
O 5.60386 -1.30352 -0.69482 0.1 -0.1 -0.2 -0.340
C 6.61607 -0.41000 -0.25853 0.0 0.0 0.1 -0.397
H 7.65980 -0.30290 1.66610 0.0 0.0 0.0 0.327
H 5.93814 0.10289 1.72582 0.0 0.0 0.0 0.262
H 7.12773 -2.66912 1.25678 0.0 0.0 0.0 0.253
H 5.89157 -2.23308 2.44538 0.0 0.0 0.0 0.325
H 4.22524 -1.87199 0.72144 0.0 0.0 0.0 0.243
H 5.14616 -3.18921 -0.02622 0.0 0.0 0.0 0.268
H 7.57187 -0.68886 -0.72163 0.0 0.0 0.0 0.246
H 6.35586 0.59896 -0.58252 0.0 0.0 0.0 0.258

2.
89
Properties=species:S:1:pos:R:3:forces:R:3:mulliken_charge:R:1 method="wB97M-V/def2-TZVPD" charge=-1 e_homo_ev="-3.182 / -3.224" spin_multiplicity=4 e_tot_ha=-3370.9043 s_squared=3.8640 gap_ev="5.33 / 5.28"
Cr 0.37517 0.06644 0.85691 0.1 0.0 0.0 -0.250
C 2.36428 0.51017 -5.03887 0.0 0.0 0.0 -0.643
C 1.09496 1.17647 -5.27558 0.0 0.0 0.0 -0.711
C 0.08273 0.99588 -4.40309 0.0 0.0 0.0 -0.752
C 0.16968 0.09429 -3.28829 0.0 0.0 0.0 0.011
C -0.54726 0.35167 -2.13786 0.0 0.0 0.0 -0.012
N -0.59238 -0.58932 -1.08675 0.0 0.0 0.0 -0.506
C 0.45642 -1.36226 -1.03307 0.0 0.0 0.0 0.359
N 0.45161 -2.61891 -0.50443 0.0 0.0 0.0 -0.521
C 0.20614 -2.76272 0.75734 0.0 0.0 0.0 -0.038
C 0.22443 -4.01644 1.53689 0.0 0.0 0.0 -0.157
C 0.24648 -5.34545 1.15681 0.0 0.0 0.0 -0.279
C 0.31035 -6.30315 2.16122 0.0 0.0 0.0 -0.579
C 0.36521 -5.92700 3.50446 0.0 0.0 0.0 -0.574
C 0.35731 -4.58987 3.88020 0.0 0.0 0.0 -0.174
C 0.27876 -3.63756 2.87878 0.0 0.0 0.0 0.514
C 0.28719 -2.16215 2.91487 0.0 0.0 0.0 -0.610
N 0.57187 -1.44251 3.93454 0.0 0.0 0.0 -0.573
C 0.67222 -0.07619 3.84623 0.0 0.0 0.0 -0.671
N 0.49469 0.70015 2.72424 0.0 0.0 0.0 0.535
C 0.57698 2.01806 3.08028 0.0 0.0 0.0 -0.839
N 0.24179 3.09692 2.30455 0.0 0.0 0.0 -0.352
C -0.22168 2.99769 1.11213 0.0 0.0 0.0 -1.022
N -0.32920 1.87062 0.30096 0.0 0.0 0.0 0.301
C -0.96431 2.23026 -0.87749 0.0 0.0 0.0 -0.457
N -1.15625 1.56678 -1.96802 0.0 0.0 0.0 -0.526
C -1.32119 3.66377 -0.79326 0.0 0.0 0.0 0.247
C -1.95560 4.49679 -1.69676 0.0 0.0 0.0 -0.369
C -2.07438 5.83909 -1.36139 0.0 0.0 0.0 -0.615
C -1.56162 6.32455 -0.15565 0.0 0.0 0.0 -0.682
C -0.92323 5.48115 0.74353 0.0 0.0 0.0 -0.186
C -0.81045 4.14412 0.40046 0.0 0.0 0.0 0.963
C 0.87046 2.10162 4.45756 0.0 0.0 0.0 0.394
C 1.04885 3.18940 5.33634 0.0 0.0 0.0 -0.313
C 1.29589 2.92871 6.65682 0.0 0.0 0.0 -0.609
C 1.36186 1.59206 7.14285 0.0 0.0 0.0 -0.608
C 1.17657 0.52272 6.30987 0.0 0.0 0.0 -0.379
C 0.92727 0.76938 4.94296 0.0 0.0 0.0 0.304
N 0.08401 -1.72390 1.61508 0.0 0.0 0.0 0.390
C 1.39332 -0.84618 -3.17164 0.0 0.0 0.0 2.415
C 2.52935 -0.36181 -4.03964 0.0 0.0 0.0 -1.284
H 3.20752 0.75130 -5.67810 0.0 0.0 0.0 0.435
H 0.99381 1.85319 -6.11383 0.0 0.0 0.0 0.378
H -0.83734 1.55794 -4.50445 0.0 0.0 0.0 0.446
H 0.21660 -5.62092 0.11040 0.0 0.0 0.0 0.538
H 0.32282 -7.35454 1.90252 0.0 0.0 0.0 0.394
H 0.41944 -6.69556 4.26589 0.0 0.0 0.0 0.385
H 0.41341 -4.28998 4.91837 0.0 0.0 0.0 0.543
H -2.33339 4.10450 -2.63206 0.0 0.0 0.0 0.510
H -2.56535 6.52313 -2.04271 0.0 0.0 0.0 0.412
H -1.66609 7.37736 0.07765 0.0 0.0 0.0 0.416
H -0.52385 5.84122 1.68289 0.0 0.0 0.0 0.540
H 0.98909 4.20358 4.96091 0.0 0.0 0.0 0.510
H 1.44114 3.74744 7.35175 0.0 0.0 0.0 0.390
H 1.55916 1.42691 8.19570 0.0 0.0 0.0 0.372
H 1.21883 -0.49492 6.67784 0.0 0.0 0.0 0.507
H 3.49352 -0.82853 -3.86062 0.0 0.0 0.0 0.328
N 1.02171 -2.23612 -3.48900 0.0 0.0 0.0 -0.585
C 1.72862 -0.76483 -1.66351 0.0 0.0 0.0 -0.183
O 1.68889 0.64410 -1.37625 0.0 0.0 0.0 1.709
C 2.85102 -1.27095 -0.77347 0.0 0.0 0.0 -1.090
C 2.43277 -0.69096 0.61853 0.0 0.0 0.0 -1.055
H 0.76030 -2.28332 -4.46652 0.0 0.0 0.0 0.374
H 1.81196 -2.85986 -3.34946 0.0 0.0 0.0 0.358
H 3.82125 -0.89627 -1.10401 0.0 0.0 0.0 0.446
H 2.87227 -2.35962 -0.75688 0.0 0.0 0.0 0.671
H 2.99931 0.21916 0.83954 0.0 0.0 0.0 0.258
H 2.61985 -1.40192 1.42384 0.0 0.0 0.0 0.725
C 5.85369 2.95565 -1.22248 0.0 0.0 0.0 -1.944
C 4.45615 2.87288 -1.80169 0.0 0.0 0.0 1.590
C 4.46806 3.17650 -3.29482 0.0 0.0 0.0 -1.906
O 3.97013 1.51684 -1.65134 0.0 0.0 0.0 -0.598
B 2.60807 1.62459 -1.45953 0.0 0.0 0.0 0.233
O 2.18927 2.92467 -1.27083 0.0 0.0 0.0 -0.767
C 3.37825 3.69852 -1.03264 0.0 0.0 0.0 1.605
C 3.15248 5.10431 -1.55276 0.0 0.0 0.0 -1.913
C 3.60663 3.71342 0.47465 0.0 0.0 0.0 -1.797
H 6.53517 2.35230 -1.82365 0.0 0.0 0.0 0.469
H 5.87814 2.58569 -0.19945 0.0 0.0 0.0 0.358
H 6.20900 3.98850 -1.23277 0.0 0.0 0.0 0.347
H 5.07599 2.42474 -3.79954 0.0 0.0 0.0 0.456
H 4.88943 4.16280 -3.49661 0.0 0.0 0.0 0.360
H 3.45883 3.12930 -3.70727 0.0 0.0 0.0 0.330
H 2.82491 5.09273 -2.59072 0.0 0.0 0.0 0.376
H 4.06635 5.69774 -1.47180 0.0 0.0 0.0 0.332
H 2.37474 5.58318 -0.95630 0.0 0.0 0.0 0.466
H 3.80216 2.70761 0.85232 0.0 0.0 0.0 0.260
H 2.70330 4.07973 0.96441 0.0 0.0 0.0 0.472
H 4.44406 4.35814 0.74776 0.0 0.0 0.0 0.396